(a)
C12H18AsN4O8RuS | ωB97M-V with the def2-TZVPD basis set

Last column: Mulliken spin population.
Geometry (Å):
Ru1 0.04953 -0.78866 0.92636  0.923
O1 2.90834 1.18778 1.27854  0.001
As1 3.25022 -0.53418 1.43000  0.001
O2 4.71195 -0.88056 0.83634  -0.001
O3 1.94164 -1.31140 0.65518  0.067
C1 3.16558 -0.95352 3.32398  0.000
C2 4.40261 -1.28389 3.86185  -0.002
C3 4.52327 -1.62420 5.20363  0.001
C4 3.40678 -1.63805 6.02088  0.000
C5 2.16207 -1.31467 5.49925  0.002
C6 2.04497 -0.98078 4.15876  0.007
S1 0.41061 -0.61598 3.58384  -0.003
O4 -0.40264 -0.33211 4.71391  -0.003
O5 -0.04407 -1.77825 2.74145  0.018
O6 0.55363 0.48503 2.57129  -0.007
H1 2.14229 1.39688 1.83505  0.001
H2 5.26580 -1.27294 3.20761  0.000
H3 5.49571 -1.87515 5.60629  0.000
H4 3.49674 -1.89655 7.06741  0.000
H5 1.27978 -1.30936 6.12358  0.000
N1 0.23464 0.48770 -0.72316  -0.018
H6 -0.27690 1.35135 -0.56689  0.003
H7 -0.11096 0.05813 -1.57544  0.002
H8 1.22214 0.70525 -0.83830  0.003
N2 -0.42330 -2.26918 -0.35413  -0.004
C7 -0.75842 -3.30681 -0.72156  -0.011
N3 -1.15336 -4.47304 -1.16811  0.000
C8 -2.51236 -4.88956 -0.75959  -0.001
C9 -2.50226 -5.39851 0.68498  0.000
C10 -1.14780 -6.04520 1.02151  0.000
C11 -0.52441 -6.66638 -0.22604  0.000
C12 -0.15002 -5.56370 -1.21998  -0.001
H9 -2.81499 -5.66399 -1.46438  0.000
H10 -3.18356 -4.04244 -0.88507  0.001
H11 -3.31379 -6.11910 0.80572  0.000
H12 -2.70214 -4.56829 1.36211  0.000
H13 -1.27042 -6.79283 1.80431  0.000
H14 -0.46685 -5.28787 1.42142  0.000
H15 -1.22911 -7.36619 -0.68270  0.000
H16 0.37229 -7.23817 0.01412  0.000
H17 -0.09173 -5.93854 -2.24248  0.000
H18 0.81559 -5.13028 -0.96072  0.000
O7 -2.80422 -1.93728 1.04947  0.023
N4 -2.93206 -0.74481 1.01348  -0.001
O8 -1.82037 -0.05150 1.08647  -0.001

Calculated values
- Molar mass: 554.4 g/mol
- Kohn-Sham gap (alpha / beta): 9.227 / 8.011 eV
- LUMO (alpha / beta): 0.07 / -1.03 eV
- E_HOMO (alpha / beta): -9.15 / -9.04 eV
- Spin multiplicity: 2
- <S²>: 0.75

=====

(b)
C12H18AsN4O8RuS | ωB97M-V with the def2-TZVPD basis set

Last column: Mulliken spin population.
Geometry (Å):
Ru1 -1.33261 -1.36077 -0.54998  1.002
O1 1.00938 1.01963 1.93458  0.000
As1 1.42625 -0.03956 0.59162  0.001
O2 2.87645 0.48742 0.09854  -0.004
O3 0.29330 0.09372 -0.66321  -0.050
C1 1.49841 -1.86630 1.23546  -0.012
C2 2.71291 -2.50375 1.01410  0.000
C3 2.89303 -3.81155 1.43267  0.002
C4 1.86557 -4.49101 2.07540  0.000
C5 0.65209 -3.86246 2.29088  0.003
C6 0.47121 -2.55482 1.85974  0.018
S1 -1.16736 -1.89323 2.09989  0.001
O4 -1.54085 -2.06012 3.46622  0.001
O5 -2.00861 -2.65677 1.13312  0.028
O6 -1.16370 -0.48351 1.63005  -0.014
H1 0.15318 0.75341 2.29843  0.000
H2 3.50033 -1.94412 0.52382  0.000
H3 3.83636 -4.30799 1.24905  0.000
H4 2.01853 -5.50501 2.41895  0.000
H5 -0.17024 -4.36250 2.78617  0.000
N1 -3.09688 -2.46173 -1.65447  -0.007
H6 -3.00688 -2.41349 -2.66051  0.000
H7 -3.86388 -1.87204 -1.35548  0.000
H8 -3.25193 -3.41306 -1.34664  0.000
N2 -2.47002 0.35077 -1.50170  0.003
C7 -1.85659 1.34487 -1.36924  0.014
N3 -1.28871 2.48894 -1.21037  -0.002
C8 -0.33473 3.01284 -2.20164  0.001
C9 1.03829 3.22078 -1.56862  0.000
C10 0.96891 4.10220 -0.29841  0.000
C11 -0.47960 4.36419 0.13291  0.000
C12 -1.24800 3.05328 0.15580  0.002
H9 -0.72621 3.96165 -2.57547  0.000
H10 -0.27252 2.30495 -3.02615  -0.001
H11 1.68524 3.68028 -2.31608  0.000
H12 1.45690 2.24671 -1.31924  0.000
H13 1.47563 5.05255 -0.46812  0.000
H14 1.49093 3.58514 0.50813  0.000
H15 -0.96081 5.07298 -0.54498  0.000
H16 -0.50081 4.79099 1.13546  0.000
H17 -2.27303 3.17860 0.50961  0.000
H18 -0.73396 2.35009 0.81356  0.000
O7 0.47787 -2.70773 -1.36821  0.005
N4 0.44857 -2.32648 -2.53930  -0.027
O8 -0.50140 -1.61804 -2.85636  0.037

Calculated values
- Molar mass: 554.4 g/mol
- Kohn-Sham gap (alpha / beta): 6.876 / 7.629 eV
- LUMO (alpha / beta): -2.27 / -1.64 eV
- E_HOMO (alpha / beta): -9.15 / -9.27 eV
- Spin multiplicity: 2
- <S²>: 0.79

=====

Stability order, top to bottom: (a), (b)

=====

(a)
C30H20Cl3NO5S3Ti | ωB97M-V with the def2-TZVPD basis set

Last column: Mulliken spin population.
Geometry (Å):
Ti1 -0.41234 1.24435 0.26249  1.023
O1 -0.79497 1.36460 2.21683  -0.014
N1 -1.92481 1.08554 2.85550  0.004
C1 -1.86931 1.12664 4.20711  0.000
C2 -2.98339 0.90501 4.96034  0.000
C3 -4.18870 0.63766 4.28967  0.000
C4 -4.21821 0.60250 2.92249  0.001
C5 -3.05716 0.83147 2.15006  0.005
S1 -3.00109 0.84531 0.46289  -0.009
H1 -0.88295 1.33795 4.58902  -0.001
H2 -2.91460 0.93659 6.03664  0.000
H3 -5.09586 0.46175 4.85198  0.000
H4 -5.12947 0.40482 2.37779  0.000
Cl1 -0.19983 6.64096 -4.82000  0.000
C6 -0.30536 5.18242 -3.86255  0.000
C7 -1.00337 5.19926 -2.66934  0.000
C8 -1.08666 4.03542 -1.92846  -0.005
Cl2 -1.91096 4.11165 -0.39796  0.006
C9 -0.51160 2.81154 -2.33218  -0.003
O2 -0.63267 1.69594 -1.67956  0.013
C10 0.21933 2.88559 -3.53454  0.000
Cl3 1.04621 1.45653 -4.06688  0.000
C11 0.32107 4.03084 -4.30048  -0.001
H5 -1.46620 6.10448 -2.30635  -0.001
H6 0.89171 4.01795 -5.21734  0.000
O3 3.15105 -0.80446 -0.21565  0.000
C12 2.53524 0.18317 0.16419  -0.006
O4 1.26063 0.30940 -0.01613  0.013
C13 3.23767 1.31140 0.86630  0.006
C14 4.54371 1.02486 1.27444  0.000
C15 5.32049 1.94510 1.94637  -0.001
C16 4.77782 3.19850 2.21511  0.001
C17 3.49613 3.49984 1.81080  0.001
C18 2.68386 2.58095 1.12046  0.004
S2 1.12965 3.21798 0.60316  -0.030
H7 4.92589 0.04066 1.04062  0.000
H8 6.32798 1.69663 2.25459  0.000
H9 5.35922 3.94466 2.74412  0.000
H10 3.07846 4.47714 2.01494  -0.001
O5 -0.87044 -1.61566 1.25403  -0.002
S3 0.24321 -2.28254 0.52488  -0.004
C19 -0.12911 -4.04487 0.52190  0.001
C20 0.87248 -4.93722 0.17633  0.000
C21 0.58826 -6.29475 0.15341  0.000
C22 -0.67825 -6.74656 0.49556  0.000
C23 -1.66533 -5.84205 0.86615  0.000
C24 -1.39245 -4.48278 0.88202  0.001
C25 -0.13396 -2.07280 -1.22080  -0.005
C26 -1.42969 -1.76334 -1.58922  -0.001
C27 -1.72564 -1.63927 -2.94056  -0.003
C28 -0.73717 -1.83624 -3.89020  0.001
C29 0.56325 -2.13322 -3.49765  -0.001
C30 0.87900 -2.23694 -2.15348  0.000
H11 1.86013 -4.57017 -0.07452  0.000
H12 1.36051 -7.00110 -0.12328  0.000
H13 -0.89520 -7.80706 0.48090  0.000
H14 -2.64946 -6.19837 1.14306  0.000
H15 -2.13685 -3.75368 1.17634  0.000
H16 -2.18100 -1.59591 -0.82591  0.005
H17 -2.72956 -1.37363 -3.24627  0.000
H18 -0.96820 -1.71908 -4.94115  0.000
H19 1.34256 -2.24163 -4.24159  0.000
H20 1.89625 -2.39374 -1.82050  0.000

Calculated values
- Molar mass: 724.9 g/mol
- Net charge: -1
- Kohn-Sham gap (alpha / beta): 6.700 / 6.839 eV
- LUMO (alpha / beta): 2.37 / 2.37 eV
- E_HOMO (alpha / beta): -4.33 / -4.47 eV
- Spin multiplicity: 2
- <S²>: 0.75

=====

(b)
C30H20Cl3NO5S3Ti | ωB97M-V with the def2-TZVPD basis set

Last column: Mulliken spin population.
Geometry (Å):
Ti1 1.00381 -0.16697 -0.24392  0.933
O1 2.67821 -0.05447 -1.01892  0.027
N1 3.42171 1.05563 -1.00812  -0.012
C1 4.64141 0.97843 -0.43982  0.008
C2 5.50061 2.04043 -0.45622  -0.004
C3 5.07881 3.23943 -1.05542  0.010
C4 3.82881 3.31053 -1.61562  -0.005
C5 2.95851 2.19933 -1.63092  0.010
S1 1.48381 2.16883 -2.40732  0.001
H1 4.87451 0.02073 0.00468  0.000
H2 6.47771 1.94613 -0.01022  0.000
H3 5.74281 4.09143 -1.08332  0.002
H4 3.45661 4.20953 -2.08112  -0.001
Cl1 2.23571 -3.71677 -6.24732  0.001
C6 1.59281 -2.77277 -4.95652  0.010
C7 1.95691 -3.07817 -3.65572  -0.004
C8 1.45791 -2.30137 -2.63002  0.011
Cl2 1.84931 -2.64407 -0.98362  0.000
C9 0.60471 -1.19717 -2.85642  0.008
O2 0.13951 -0.46817 -1.89432  -0.015
C10 0.24771 -0.95777 -4.20432  0.006
Cl3 -0.81539 0.35763 -4.49632  0.001
C11 0.72791 -1.72597 -5.24322  -0.004
H5 2.61441 -3.90447 -3.43932  0.000
H6 0.43371 -1.51177 -6.25732  0.000
O3 0.07431 3.38453 1.11338  0.007
C12 0.43311 2.24303 1.34338  -0.001
O4 0.56561 1.34293 0.41258  -0.005
C13 0.72351 1.78013 2.73158  0.005
C14 0.23591 2.58743 3.76228  0.003
C15 0.42751 2.26063 5.08688  0.000
C16 1.15141 1.11353 5.40388  0.002
C17 1.66451 0.32243 4.40148  0.002
C18 1.46291 0.62183 3.04508  0.005
S2 2.22321 -0.43907 1.89638  -0.016
H7 -0.31039 3.47763 3.48208  0.000
H8 0.02321 2.88563 5.87068  0.000
H9 1.32531 0.84843 6.43808  0.000
H10 2.23191 -0.56727 4.63378  0.000
O5 -0.28769 -1.40907 0.49348  -0.012
S3 -1.47309 -1.57827 -0.47252  0.020
C19 -2.70739 -2.50087 0.41818  0.010
C20 -3.57009 -3.25667 -0.38342  -0.005
C21 -4.61739 -3.94537 0.18078  0.001
C22 -4.82449 -3.89287 1.55978  0.000
C23 -3.96559 -3.14497 2.35618  0.000
C24 -2.91119 -2.45207 1.80028  0.001
C25 -2.21609 0.04153 -0.30072  -0.023
C26 -2.23469 0.65553 0.94768  0.005
C27 -2.79949 1.90963 1.07438  -0.006
C28 -3.33019 2.54943 -0.03642  0.003
C29 -3.30619 1.92913 -1.27792  0.000
C30 -2.76389 0.66633 -1.41202  0.023
H11 -3.39229 -3.28617 -1.44972  -0.001
H12 -5.28359 -4.52707 -0.44032  0.000
H13 -5.64369 -4.43687 2.00518  0.000
H14 -4.12479 -3.10817 3.42518  0.000
H15 -2.22069 -1.90417 2.42088  0.001
H16 -1.78119 0.15853 1.79758  0.000
H17 -2.80999 2.39673 2.03768  0.000
H18 -3.74279 3.54153 0.06358  0.000
H19 -3.68739 2.44583 -2.14662  0.000
H20 -2.73049 0.16833 -2.37172  0.001

Calculated values
- Molar mass: 724.9 g/mol
- Net charge: -1
- Kohn-Sham gap (alpha / beta): 5.094 / 6.363 eV
- LUMO (alpha / beta): 2.19 / 2.20 eV
- E_HOMO (alpha / beta): -2.90 / -4.16 eV
- Spin multiplicity: 2
- <S²>: 0.75

=====

Stability order, top to bottom: (a), (b)

=====

(a)
CH3IO3P | ωB97M-V with the def2-TZVPD basis set

Last column: Mulliken charge in e.
Geometry (Å):
C1 1.76940 -1.19441 0.69344  0.098
O1 -0.11533 0.53356 0.39810  -0.577
O2 -1.78253 -0.30947 -1.46698  -0.617
O3 1.79258 -1.81206 1.74202  -0.466
P1 -1.11685 0.73533 -0.67758  0.532
I1 -3.05646 2.02576 0.33978  -0.362
H1 -0.65823 1.85442 -1.39727  0.040
H2 1.04682 -1.62984 -0.08454  0.127
H3 2.12060 -0.20328 0.45302  0.224

Calculated values
- Molar mass: 220.9 g/mol
- Net charge: -1
- Kohn-Sham gap: 8.440 eV
- LUMO: 3.19 eV
- E_HOMO: -5.25 eV

=====

(b)
CH3IO3P | ωB97M-V with the def2-TZVPD basis set

Last column: Mulliken charge in e.
Geometry (Å):
C1 -1.67767 -0.18555 -0.59335  -0.503
O1 2.19261 -0.99464 -0.31519  -0.524
O2 1.89396 -0.43287 2.14550  -0.517
O3 -1.05664 0.54816 0.31587  -0.667
P1 1.79367 -0.04258 0.75281  0.760
I1 2.62924 2.24567 0.37905  -0.069
H1 -1.70404 0.29450 -1.59628  0.175
H2 -2.80225 -0.19488 -0.35393  0.178
H3 -1.26888 -1.23782 -0.73447  0.167

Calculated values
- Molar mass: 220.9 g/mol
- Net charge: -1
- Kohn-Sham gap (alpha / beta): 5.970 / 5.974 eV
- LUMO (alpha / beta): 2.08 / 2.08 eV
- E_HOMO (alpha / beta): -3.89 / -3.90 eV

=====

Stability order, top to bottom: (a), (b)

=====

(a)
C3H8OS | ωB97M-V with the def2-TZVPD basis set

Last column: Mulliken charge in e.
Geometry (Å):
C1 1.78447 0.80240 0.14638  -0.848
C2 0.18354 -1.50800 0.78763  -0.828
C3 -0.66244 -0.18108 -1.36825  -0.810
O1 -1.46738 0.79998 0.83348  -0.573
S1 -0.00505 0.08947 0.28999  0.649
H1 1.87595 1.80226 -0.17087  0.310
H2 2.17119 0.69890 1.19114  0.230
H3 -0.72957 -1.95785 0.64550  0.335
H4 0.91270 -1.67973 1.59713  0.251
H5 -1.31922 0.73982 -1.52310  0.317
H6 0.25687 -0.28088 -1.94659  0.339
H7 -1.25336 -1.05389 -1.21426  0.313
H8 -1.74770 1.72860 0.73182  0.314

Calculated values
- Molar mass: 92.2 g/mol
- Kohn-Sham gap: 7.859 eV
- SMILES: C=S(=C)(C)O
- LUMO: 0.36 eV
- E_HOMO: -7.50 eV

=====

(b)
C3H8OS | ωB97M-V with the def2-TZVPD basis set

Last column: Mulliken charge in e.
Geometry (Å):
C1 -1.43772 -0.77200 -0.77362  -1.307
C2 -0.97975 -0.00686 0.49683  -0.001
C3 0.41199 -0.71443 0.91196  -0.338
H1 -1.96956 -1.81746 -0.40876  0.351
H2 -0.80201 -1.08587 -1.65737  0.269
H3 -2.27168 -0.16649 -0.91130  0.515
H4 -1.92618 -0.30019 1.17835  0.275
H5 -0.54335 1.45902 -0.58346  0.139
H6 0.84056 -0.77689 2.07805  0.304
H7 0.10897 -1.73684 0.37633  0.296
H8 0.75638 1.80685 -0.70024  0.183
O1 -0.94059 1.40674 0.22129  -0.448
S1 1.58528 0.02023 -0.30956  -0.237

Calculated values
- Molar mass: 92.2 g/mol
- Kohn-Sham gap: 8.178 eV
- LUMO: -0.93 eV
- E_HOMO: -9.11 eV

=====

Stability order, top to bottom: (b), (a)

=====

(a)
C5H13N2OS | ωB97M-V with the def2-TZVPD basis set

Last column: Mulliken charge in e.
Geometry (Å):
N1 1.44465 1.19209 0.87626  -0.487
C1 2.43600 0.23923 0.38972  -0.738
C2 1.98230 -0.57672 -0.82086  -0.564
S1 0.75001 -1.86319 -0.47582  0.149
C3 -0.92198 -1.19645 -0.71422  -0.633
C4 -1.66714 -0.61263 0.50705  -0.323
C5 -2.47688 0.62246 0.10218  0.176
N2 -1.70889 1.71720 -0.34829  -0.458
O1 -3.68166 0.59816 0.09064  -0.486
H1 1.09405 0.93945 1.79086  0.349
H2 0.66220 1.28062 0.23977  0.175
H3 2.71331 -0.44783 1.19587  0.449
H4 3.33385 0.77526 0.06613  0.299
H5 2.83179 -1.11882 -1.24258  0.405
H6 1.55817 0.05163 -1.60983  0.425
H7 0.86415 -1.93480 0.86075  0.231
H8 -0.82822 -0.46923 -1.52743  0.464
H9 -1.46576 -2.06175 -1.10308  0.435
H10 -2.38090 -1.35450 0.86829  0.332
H11 -0.98150 -0.35518 1.31883  0.269
H12 -2.29849 2.35456 -0.87283  0.263
H13 -1.25904 2.22044 0.40858  0.267

Calculated values
- Molar mass: 149.2 g/mol
- Net charge: +1
- Kohn-Sham gap: 10.005 eV
- LUMO: -3.69 eV
- E_HOMO: -13.69 eV

=====

(b)
C5H13N2OS | ωB97M-V with the def2-TZVPD basis set

Last column: Mulliken charge in e.
Geometry (Å):
C1 0.13271 0.44727 0.04662  0.356
C2 -1.57829 1.46941 -2.18886  -0.809
C3 2.30260 0.80831 1.24706  -0.849
C4 -0.51796 -0.23355 2.36694  -0.961
C5 -1.32312 -2.37364 -1.04600  -0.688
N1 -1.33516 0.07833 -2.04858  -0.078
N2 1.25981 0.98609 0.17667  -0.173
O1 -0.72360 -0.02115 0.92165  -0.274
S1 -2.32314 -0.88995 -1.26309  0.291
H1 -2.05814 1.97020 -1.35786  0.346
H2 -0.61793 1.84325 -2.36591  0.332
H3 -2.05673 1.71941 -3.14783  0.330
H4 3.00794 0.18036 0.75204  0.356
H5 1.82410 0.29376 2.06240  0.318
H6 2.62312 1.74361 1.70478  0.295
H7 -0.19453 0.67468 2.68394  0.486
H8 0.11542 -1.23290 2.57359  0.290
H9 -1.45551 -0.43047 2.81523  0.271
H10 -0.85472 -2.61376 -1.98722  0.319
H11 -2.11734 -3.26612 -0.94587  0.345
H12 -0.60267 -2.27968 -0.25525  0.193
H13 1.72002 1.46991 -0.65542  0.305

Calculated values
- Molar mass: 149.2 g/mol
- Net charge: +1
- Kohn-Sham gap (alpha / beta): 7.546 / 6.510 eV
- LUMO (alpha / beta): -4.89 / -5.24 eV
- E_HOMO (alpha / beta): -12.44 / -11.75 eV

=====

Stability order, top to bottom: (a), (b)